No. 1
Here is C14H19Cl3F6O2W as an isolated structure in a non-equilibrium geometry from OMol25. Energies are from ωB97M-V/def2-TZVPD.

Properties
Strongest force on any atom ... 3.1 eV Å⁻¹
HOMO (alpha / beta) ... -8.762 / -8.709 eV
Kohn-Sham gap (alpha / beta) ... 5.6 / 5.7 eV

Element x y z (Å)
1 C 1.258 2.832 0.699
2 H 2.646 4.344 1.353
3 C -0.674 -3.948 -0.713
4 H -2.871 3.310 0.646
5 F -2.873 -4.002 0.309
6 Cl -1.113 -0.502 1.681
7 C -2.472 2.288 0.671
8 H 0.575 2.549 3.497
9 C -2.002 -4.758 -0.409
10 C 2.551 3.248 1.310
11 Cl 2.654 0.082 -0.485
12 H -2.717 1.847 1.643
13 H 2.714 2.810 2.302
14 W 0.450 0.643 0.216
15 H 1.710 2.312 -2.662
16 C 0.080 -3.760 0.592
17 C 0.240 -4.814 -1.685
18 C 1.965 2.926 -1.802
19 H 0.386 -4.734 0.978
20 H -1.103 2.265 3.201
21 H -0.474 3.935 3.058
22 C -1.011 2.382 0.435
23 H 3.397 2.886 0.717
24 H -0.341 1.600 -2.884
25 F 0.616 -5.992 -1.102
26 C -0.895 1.533 -1.965
27 F 1.397 -4.132 -1.958
28 C -0.254 2.872 2.855
29 C 0.008 2.646 1.400
30 H -1.984 1.490 -2.033
31 H 3.007 2.798 -1.523
32 H 0.966 -3.133 0.432
33 C 1.021 2.677 -0.698
34 H 1.827 3.956 -2.128
35 F -2.657 -5.167 -1.517
36 F -1.756 -5.875 0.346
37 O -0.032 -0.671 -1.063
38 C -0.389 2.328 -0.893
39 H -0.558 -3.254 1.325
40 Cl 2.057 0.379 3.065
41 H -2.947 1.729 -0.145
42 H -0.610 -0.157 -1.681
43 H -0.430 -1.873 -1.165
44 O -1.028 -2.782 -1.349
45 F -0.334 -5.110 -2.870

Here are the Löwdin charges for atoms 1 to 5, given in e: -0.3193, 0.1048, -0.4030, 0.1099, 0.1309

=====

No. 2
Here is an isolated ion of composition C14H19N2S2 and charge +1 in a non-equilibrium geometry from OMol25. Energies are from ωB97M-V/def2-TZVPD.

Properties
Strongest force on any atom ... 2.9 eV Å⁻¹
Total charge ... +1
Energy relative to the best compared isomer or geometry (same formula, charge and spin) ... 5.169 eV
HOMO ... -11.151 eV
SMILES ... C=Cc1c(S)c([C@@H](C)CC)[nH+]c(CC)c1[N+]#C[S-]
Kohn-Sham gap ... 7.0 eV

Element x y z (Å)
1 H -2.321 0.923 2.790
2 C -2.955 -1.072 -0.186
3 C 2.535 -2.141 0.769
4 H 1.945 -3.009 1.178
5 C 1.079 1.389 -0.302
6 H -0.039 -1.985 1.231
7 C -4.010 -0.089 -0.812
8 C 2.190 3.637 -0.119
9 H -5.051 -0.311 -0.476
10 H -3.811 -0.015 2.488
11 H 1.659 4.477 0.385
12 C 1.478 2.724 -0.934
13 C 1.561 -0.940 0.501
14 H 4.076 -1.984 -0.896
15 H -1.922 2.435 -1.526
16 H -3.403 1.368 1.384
17 H 3.288 3.438 0.023
18 C -2.972 0.523 1.961
19 S 3.710 -0.240 -3.219
20 C -0.336 1.146 0.097
21 C 3.428 0.347 -1.758
22 C 3.257 -2.648 -0.538
23 H -2.168 -1.292 -0.963
24 H -3.797 0.994 -0.662
25 C -2.191 -0.539 1.109
26 S -1.518 2.482 -0.215
27 H -3.987 -0.257 -1.927
28 N 0.238 -1.078 0.843
29 H 3.735 -3.633 -0.273
30 H 1.225 2.879 -2.018
31 N 3.421 0.509 -0.521
32 H -3.409 -2.063 0.075
33 H -2.061 -1.438 1.782
34 C 2.040 0.288 -0.091
35 C -0.752 -0.118 0.680
36 H 3.316 -1.816 1.498
37 H 2.526 -2.893 -1.358

Here are the Löwdin charges for atoms 1 to 5, given in e: 0.0980, -0.1867, -0.1382, 0.1190, -0.1112

=====

No. 3
Here is a 2-piece molecular cluster, C14H19N2S2 overall in a non-equilibrium geometry from OMol25. Energies are from ωB97M-V/def2-TZVPD.

Properties
Strongest force on any atom ... 2.8 eV Å⁻¹
Total charge ... +1
Energy relative to the best compared isomer or geometry (same formula, charge and spin) ... 0.000 eV
HOMO ... -10.899 eV
Kohn-Sham gap ... 5.6 eV

Element x y z (Å)
1 H -6.421 4.255 1.189
2 C -1.471 2.153 3.506
3 C -2.583 -1.290 -2.207
4 C -1.518 1.094 0.909
5 C -5.180 2.453 0.811
6 C -5.895 2.117 -2.734
7 H -2.700 -2.356 -2.431
8 H -5.032 2.526 -3.258
9 H -0.564 2.943 0.358
10 H -0.509 3.850 2.636
11 H -5.231 1.591 1.488
12 H -5.887 1.035 -2.870
13 N -6.773 3.288 -0.653
14 C -1.735 0.902 -3.117
15 C -2.029 0.906 3.278
16 H -3.582 -0.848 -2.252
17 C -1.492 0.537 -0.381
18 H -1.788 -0.983 -4.217
19 C -2.047 0.377 2.013
20 H -2.474 -0.593 1.839
21 H -7.757 3.307 -0.936
22 H -6.798 2.514 -3.196
23 H -0.609 -0.901 -2.924
24 C -0.977 2.379 1.176
25 C -1.635 -0.617 -3.192
26 C -0.951 2.885 2.449
27 H -4.339 3.080 1.134
28 S -0.886 1.541 -1.688
29 C -6.506 3.243 0.777
30 H -2.438 0.345 4.099
31 H -1.438 2.551 4.504
32 S -2.016 -1.135 -0.525
33 C -5.838 2.458 -1.300
34 H -1.323 1.378 -4.013
35 H -2.777 1.224 -3.043
36 N -4.932 2.003 -0.497
37 H -7.314 2.722 1.304

Here are the Löwdin charges for atoms 1 to 5, given in e: 0.1104, -0.0191, -0.4453, -0.3262, -0.2369

=====

No. 4
Here is C14H19NO4 in the gas phase in a non-equilibrium geometry from OMol25. Energies are from ωB97M-V/def2-TZVPD.

Properties
Strongest force on any atom ... 1.1 eV Å⁻¹
Energy relative to the best compared isomer or geometry (same formula, charge and spin) ... 1.043 eV
HOMO ... -9.398 eV
SMILES ... CC[C@@H](OC(=O)c1ccco1)C(=O)NC1CCCC1
Kohn-Sham gap ... 9.9 eV

Element x y z (Å)
1 H -0.230 1.462 -2.417
2 H 2.260 -1.427 2.066
3 H 0.182 3.093 -2.954
4 H 0.978 -0.365 -0.051
5 H -1.346 -1.674 -1.156
6 H -1.197 3.239 -0.909
7 H 4.844 -2.544 -0.493
8 H 0.449 3.794 -0.553
9 H -3.400 -3.430 -1.260
10 H -0.404 2.354 1.231
11 H 2.745 -0.764 -1.742
12 H 3.579 -2.991 -1.640
13 C 1.440 1.524 0.508
14 C -2.746 -0.520 0.070
15 C -0.153 2.928 -0.832
16 C 3.056 -1.515 1.328
17 O -2.585 1.611 1.106
18 H 4.010 -1.554 1.855
19 C -0.032 1.902 0.303
20 C 3.532 -0.898 -0.998
21 C -2.081 0.726 0.466
22 H 1.875 -2.857 0.111
23 N 1.730 0.244 0.234
24 C 3.798 -2.389 -0.760
25 H 3.222 -3.660 0.926
26 H -5.376 -2.263 0.206
27 H 1.385 2.116 -2.110
28 C 3.054 -0.325 0.354
29 C 2.912 -2.741 0.431
30 C 0.327 2.362 -2.163
31 C -3.377 -2.489 -0.750
32 O 2.249 2.350 0.871
33 O -4.013 -0.744 0.472
34 O -0.812 0.735 0.016
35 H 3.689 0.491 0.707
36 C -4.385 -1.923 -0.020
37 H 4.420 -0.382 -1.360
38 C -2.307 -1.577 -0.694

Here are the Löwdin charges for atoms 1 to 5, given in e: 0.0731, 0.1142, 0.0740, 0.1398, 0.1128

=====

No. 5
Here is C14H19NO4S in the gas phase in a non-equilibrium geometry from OMol25. Energies are from ωB97M-V/def2-TZVPD.

Properties
Strongest force on any atom ... 1.1 eV Å⁻¹
Energy relative to the best compared isomer or geometry (same formula, charge and spin) ... 0.442 eV
HOMO ... -9.193 eV
SMILES ... CCc1ccc(S(=O)(=O)N2CCC(C(=O)O)CC2)cc1
Kohn-Sham gap ... 9.8 eV

Element x y z (Å)
1 C 2.242 -0.050 0.333
2 H -0.264 -0.372 2.561
3 C -1.420 -0.652 -2.594
4 C 1.079 -0.503 0.919
5 O -4.848 -0.526 -1.852
6 H -3.748 -2.916 -1.394
7 H 5.136 3.713 2.898
8 H 2.691 3.413 3.004
9 C 0.646 0.011 2.128
10 H -2.005 0.797 -1.086
11 C 1.394 0.990 2.750
12 C -3.930 -0.518 -2.627
13 O -3.880 0.342 -3.656
14 C 2.575 1.467 2.177
15 H -1.415 0.092 -3.391
16 C -1.236 0.031 -1.238
17 H -1.994 -3.162 -1.555
18 H 3.531 2.177 3.927
19 C 2.988 0.935 0.962
20 C -2.780 -2.415 -1.431
21 H -3.377 -0.988 0.084
22 H 5.335 2.112 2.192
23 C -2.734 -1.447 -2.616
24 C 4.658 2.958 2.277
25 H 4.498 3.385 1.290
26 H -2.455 -2.379 0.709
27 O 0.740 -2.159 -1.094
28 H -4.666 0.911 -3.656
29 N -1.322 -0.900 -0.135
30 O -0.212 -2.795 1.084
31 H -0.254 0.506 -1.184
32 H -0.590 -1.343 -2.744
33 H -2.783 -2.008 -3.557
34 H 2.551 -0.479 -0.607
35 H 1.066 1.396 3.696
36 C -2.547 -1.671 -0.116
37 H 3.896 1.280 0.495
38 C 3.339 2.536 2.912
39 S 0.093 -1.768 0.132

Here are the Löwdin charges for atoms 1 to 5, given in e: -0.0475, 0.1181, -0.1234, -0.2853, 0.1161

=====

No. 6
Here is C14H19NOS in the gas phase from OMol25. Energies are from ωB97M-V/def2-TZVPD.

Properties
Strongest force on any atom ... 0.5 eV Å⁻¹
Energy relative to the best compared isomer or geometry (same formula, charge and spin) ... 2.106 eV
HOMO ... -8.137 eV
SMILES ... COc1ccccc1/C=C/CN1CCSCC1
Kohn-Sham gap ... 9.0 eV

Element x y z (Å)
1 S 5.099 0.403 0.843
2 C -4.679 -2.335 0.841
3 C 3.442 1.126 1.028
4 H -4.390 -3.374 0.997
5 H -5.450 -2.290 0.066
6 O -3.505 -1.673 0.443
7 N 2.395 -0.351 -0.624
8 H 0.103 0.729 -1.428
9 C -0.012 -0.210 -0.906
10 H 3.358 1.955 0.325
11 C -4.698 1.777 -0.027
12 H 5.726 -0.736 -1.138
13 H 3.379 1.499 2.048
14 C 2.369 0.085 0.762
15 H 1.052 -1.977 -0.313
16 C 4.827 -0.194 -0.852
17 H 2.507 -0.765 1.456
18 H -5.655 -0.031 0.558
19 H 4.698 0.676 -1.496
20 H -1.220 -1.500 0.198
21 C -3.561 -0.335 0.179
22 H 3.523 -1.491 -1.936
23 C -4.722 0.423 0.264
24 H -5.610 2.350 0.045
25 C -3.516 2.388 -0.403
26 H -1.434 2.122 -0.768
27 H 1.314 -1.453 -1.994
28 C 3.605 -1.095 -0.919
29 C -2.350 0.276 -0.211
30 H 3.742 -1.946 -0.227
31 C -2.358 1.639 -0.490
32 C -1.143 -0.535 -0.286
33 H 1.388 0.529 0.955
34 C 1.191 -1.096 -0.965
35 H -5.076 -1.927 1.776
36 H -3.496 3.445 -0.623

Here are the Löwdin charges for atoms 1 to 5, given in e: 0.8280, -0.0853, -0.4651, 0.0942, 0.0963

=====

No. 7
Here is C14H20AlClNO6 as an isolated structure in a non-equilibrium geometry from OMol25. Energies are from ωB97M-V/def2-TZVPD.

Properties
Strongest force on any atom ... 1.6 eV Å⁻¹
Total charge ... -1
HOMO ... -4.368 eV
Kohn-Sham gap ... 7.3 eV

Element x y z (Å)
1 H -0.718 2.492 5.855
2 Al 2.292 -0.659 -0.544
3 C -2.794 -0.298 -2.403
4 C -3.157 -2.636 -2.022
5 C -1.711 -0.327 -1.556
6 N 1.362 1.699 -2.005
7 O -1.524 3.520 3.458
8 H -4.350 -1.428 -3.299
9 C -0.655 1.838 4.983
10 C -0.180 -1.526 0.009
11 C -1.362 -1.505 -0.943
12 O 4.251 -2.887 -1.169
13 H 0.339 1.973 4.556
14 H 3.731 -0.011 -2.602
15 C -2.083 -2.648 -1.166
16 H 4.144 -2.686 -3.207
17 O -2.250 2.269 1.754
18 H 4.910 -3.571 -1.322
19 C -1.722 2.195 3.978
20 H 5.310 -1.615 -2.457
21 H -2.710 2.164 4.449
22 H -3.093 0.617 -2.900
23 H -3.716 -3.544 -2.216
24 C -3.504 -1.450 -2.617
25 C 3.235 -0.944 -2.309
26 Cl 3.716 -0.636 1.198
27 H 2.488 -1.182 -3.077
28 H -0.762 0.805 5.313
29 H 0.953 0.966 -2.575
30 C 1.477 1.217 -0.587
31 H -2.281 0.459 2.793
32 C -1.985 3.526 2.178
33 H 2.289 1.861 -2.377
34 C 4.304 -2.041 -2.324
35 H 0.482 1.194 -0.129
36 O -0.377 -1.165 1.169
37 H -0.676 1.101 2.405
38 O 0.984 -1.955 -0.414
39 H 2.112 1.928 -0.052
40 O -2.137 4.508 1.525
41 C -1.687 1.366 2.721
42 H -1.147 0.586 -1.404
43 H -1.797 -3.568 -0.668

Here are the Löwdin charges for atoms 1 to 5, given in e: 0.0802, -0.0142, -0.0826, -0.0966, -0.0188

=====

No. 8
Here is C14H20BCl2F2IN3O10PS as an isolated structure in a non-equilibrium geometry from OMol25. Energies are from ωB97M-V/def2-TZVPD.

Properties
Strongest force on any atom ... 7.6 eV Å⁻¹
HOMO ... -9.048 eV
Kohn-Sham gap ... 5.8 eV

Element x y z (Å)
1 C 0.144 -0.787 0.660
2 N -2.406 -1.393 0.304
3 Cl -3.372 3.871 -2.328
4 H -2.208 -1.627 -4.825
5 H -0.111 -0.730 -1.989
6 O 2.185 0.323 -2.677
7 Cl -2.872 1.302 -3.882
8 O 1.428 -1.263 0.165
9 H 4.180 1.377 -0.450
10 H -3.442 2.918 0.432
11 O 3.646 -0.708 -0.371
12 B 3.678 2.053 5.676
13 F 3.601 3.487 5.765
14 C -2.337 2.715 0.109
15 H -2.296 -1.073 1.287
16 C 4.226 0.416 -1.083
17 I -5.534 0.899 -1.521
18 H 2.768 -0.186 1.536
19 C -0.993 -1.612 -0.193
20 O 2.645 1.436 6.525
21 H 4.180 -0.001 -3.343
22 C -2.112 2.767 -1.484
23 O 0.894 0.086 6.111
24 C -0.397 -3.126 -0.066
25 H -4.705 -0.807 2.103
26 O -2.994 -3.492 -1.840
27 H -1.739 3.607 0.568
28 H 2.121 -0.660 -2.754
29 C 3.600 0.653 -2.568
30 C 1.851 0.723 5.728
31 H -1.928 1.771 0.629
32 C -1.194 -1.046 -1.725
33 O 3.390 1.614 4.300
34 O -2.809 -1.972 -4.122
35 O -0.761 -3.346 -3.223
36 H -0.869 1.297 -2.581
37 H 0.083 -1.149 1.771
38 S -5.137 -1.432 0.907
39 H -2.902 -4.403 -2.213
40 P -1.956 -2.463 -2.722
41 C -1.987 1.312 -2.222
42 C 0.092 -4.327 -0.341
43 C -3.127 -0.413 -0.599
44 O 1.809 0.305 3.380
45 H -1.118 3.364 -1.636
46 N -2.123 0.116 -1.425
47 N -4.444 -0.387 -0.347
48 C 2.314 0.835 4.350
49 F 4.983 1.601 6.077
50 H 2.153 0.743 -0.013
51 H 0.374 -5.353 -0.804
52 C 2.475 -0.279 0.413
53 H 5.355 0.183 -1.249
54 H 0.006 0.354 0.602
55 H 3.732 1.777 -2.812

Here are the Löwdin charges for atoms 1 to 5, given in e: -0.1317, 0.0526, 0.4700, 0.0812, 0.1626